19
Properties=species:S:1:pos:R:3:forces:R:3:lowdin_charge:R:1 method="wB97M-V/def2-TZVPD" gap_ev="3.97 / 3.60" charge=-1 homo_energy_ha="-0.022 / -0.010"
N 0.18745 -0.52971 -0.41837 -0.85 0.22 2.94 -0.214
H 0.44988 -1.71587 2.52880 0.14 0.37 -0.05 0.027
H -1.11181 -2.09093 0.25391 0.01 0.26 0.16 0.087
Be 0.26477 0.42405 1.06370 -1.02 -1.29 1.08 -0.178
S 0.59387 -1.32596 -2.75272 1.19 -0.31 -3.58 0.803
H -1.01531 0.63048 1.93569 0.66 0.15 -0.99 -0.077
C 0.86516 -0.19700 -1.53877 0.65 0.90 0.15 -0.603
H 0.09325 3.30648 -1.32911 -1.22 -1.88 0.46 0.050
N 0.91125 -0.79681 2.59576 0.58 -0.30 0.07 -0.022
H 1.92491 -0.97254 2.62770 -0.56 0.13 -0.06 0.025
H -1.04635 1.69160 -1.17996 0.70 0.68 -0.16 0.010
C -0.52216 -1.68009 -0.55306 0.37 0.00 -1.04 -0.299
H 0.64451 -0.39945 3.50908 0.09 0.00 -0.74 0.019
C -0.41974 -2.27608 -1.80350 -1.11 -0.35 2.33 -0.501
H -0.20216 2.46371 0.22265 -0.41 0.09 -0.09 -0.074
H -0.90290 -3.19309 -2.11153 0.16 0.20 -0.09 0.035
C -0.68080 2.64263 -0.75082 0.79 1.73 -0.86 -0.125
H 1.49376 0.67911 -1.62227 -0.16 -0.28 -0.01 0.037
H -1.52757 3.33944 -0.67716 -0.02 -0.31 0.49 -0.001